The following is a DFT calculation (the ωB97M-V functional and the def2-TZVPD basis) of C18H19FN2O in the gas phase.

Output
largest force on an atom	0.5	eV/Å
frontier orbital gap	8.24	eV

Structure (ORCA input):
```
! RIJCOSX wB97M-V def2-TZVPD def2/J DEFGRID3
* xyz 0 1
C 3.04842 -1.66260 1.57976
N 3.99196 -1.43331 0.50392
C 3.46231 -1.72740 -0.82257
C 3.04722 -0.44259 -1.56923
N 2.55642 0.54485 -0.63997
C 1.23368 0.81986 -0.44820
C 0.84096 1.97220 0.25756
C -0.48565 2.26479 0.45068
C -1.49462 1.42107 -0.02465
C -2.89673 1.79623 0.19914
O -3.23521 2.94009 0.44811
C -3.91630 0.70853 0.11137
C -3.69886 -0.54301 0.68188
C -4.67995 -1.51565 0.62856
C -5.87409 -1.22335 -0.00664
F -6.82787 -2.17581 -0.07158
C -6.12240 0.01586 -0.56969
C -5.13909 0.98355 -0.49492
C -1.11254 0.28745 -0.74528
C 0.21462 -0.00554 -0.95462
C 3.57967 1.01715 0.26997
C 4.59733 -0.12040 0.53092
H 2.79019 -2.72124 1.59347
H 3.53362 -1.41943 2.52406
H 2.12087 -1.07956 1.50126
H 4.23741 -2.24682 -1.39850
H 2.60952 -2.39962 -0.71814
H 2.30171 -0.65336 -2.33355
H 3.92036 -0.01028 -2.07240
H 1.58775 2.65791 0.62598
H -0.77616 3.15975 0.98053
H -2.76745 -0.74872 1.18814
H -4.53297 -2.48849 1.07091
H -7.07037 0.20910 -1.04637
H -5.30427 1.96601 -0.91043
H -1.86570 -0.36518 -1.16239
H 0.46103 -0.89979 -1.50555
H 3.11335 1.30328 1.21429
H 4.09845 1.89381 -0.14229
H 5.38453 -0.11012 -0.22732
H 5.06882 0.03076 1.50377
*
```